Entry 1:
Molecular formula: F4H40O21P2
Method: DFT, ωB97M-V with the def2-TZVPD basis set

Element x y z (Å)
F  -1.96200  -0.29009  -0.97520
F  -0.68927  1.65776  -2.58384
F  0.31323  -1.07938  0.81687
F  1.51626  1.05468  2.25777
O  -0.30553  1.61799  0.22034
P  -0.97975  0.99964  -1.15357
P  0.49875  0.53175  1.07518
O  -2.89422  -2.96134  1.20545
H  -3.29910  -2.03432  1.18395
H  -2.08117  -2.93626  1.80718
O  0.48192  -4.12518  -0.67534
H  1.34254  -3.60187  -0.57918
H  -0.18356  -3.54851  -1.17369
O  -1.58433  3.70890  1.56439
H  -0.99807  3.20407  0.91231
H  -2.38074  3.12639  1.78836
O  0.91366  1.89290  -5.39524
H  1.34169  1.06619  -5.79160
H  -0.08451  1.73616  -5.34176
O  2.78265  -2.71397  -1.05696
H  3.72916  -2.86419  -0.73246
H  2.71208  -1.76230  -1.39326
O  -0.13092  -0.13210  5.28827
H  -0.05178  0.85007  5.05840
H  0.76076  -0.44374  5.65095
O  3.26676  -1.22618  3.21350
H  3.71345  -0.66910  2.49663
H  2.55113  -1.79044  2.77391
O  2.51176  4.45800  3.49812
H  3.48021  4.71501  3.35743
H  2.47677  3.47205  3.72273
O  -1.37501  -3.10902  -2.62963
H  -2.31420  -3.10127  -2.25332
H  -1.25582  -3.96115  -3.16201
O  -1.27451  -1.67203  3.42963
H  -1.08557  -0.98363  4.14668
H  -0.85702  -2.54809  3.71597
O  2.62099  1.99063  5.13861
H  3.42770  2.00395  4.52804
H  2.24027  1.05318  5.13742
O  -4.00462  0.01839  0.96975
H  -3.60531  0.82179  1.43757
H  -4.57847  0.35149  0.20588
O  -2.75201  4.15120  -1.87597
H  -1.86331  4.27039  -2.34477
H  -3.21283  5.05128  -1.84049
O  1.91318  -0.48512  -2.31967
H  2.28405  0.38816  -2.67123
H  1.01386  -0.64374  -2.75537
O  -3.83691  -3.38197  -1.63787
H  -3.39480  -3.58845  -0.75149
H  -4.36478  -4.19636  -1.92404
O  4.89793  0.24876  1.43847
H  4.85212  0.61121  0.49492
H  5.43474  -0.60873  1.42098
O  -4.18286  1.93937  -3.37432
H  -3.63516  2.63487  -2.88436
H  -5.13273  2.28023  -3.44720
O  1.68274  -3.14922  2.09658
H  1.02162  -3.81637  2.47286
H  1.21430  -2.61214  1.37834
O  1.61574  4.04833  -3.50677
H  1.64623  3.13808  -3.94752
H  2.52286  4.48266  -3.61750
O  -0.45769  -1.00398  -4.07528
H  -1.30748  -0.74545  -4.55982
H  -0.66512  -1.78985  -3.47268

Strongest force on any atom   4.22 eV/A
E_LUMO   -1.79 eV
HOMO level   -8.3 eV
Kohn-Sham gap   6.500 eV

Mulliken population analysis, charges in e, atoms 1 to 8: atom 1 (F): -0.101, atom 2 (F): -0.109, atom 3 (F): 0.249, atom 4 (F): -0.115, atom 5 (O): -0.254, atom 6 (P): 0.284, atom 7 (P): 0.180, atom 8 (O): -0.608



Entry 2:
Molecular formula: F4KN2O8S4
Method: DFT, ωB97M-V with the def2-TZVPD basis set

Element x y z (Å)
K  22.45320  12.87129  -9.67221
N  22.05684  16.12232  -9.88640
S  21.82431  15.65504  -8.47019
O  22.03769  14.26844  -8.24060
O  21.13777  16.41863  -7.39837
F  23.30197  16.30313  -8.22727
S  20.35951  16.43541  -10.00620
O  19.92279  17.86209  -9.76407
O  19.34285  15.34571  -9.95852
F  20.42731  16.37076  -11.59742
N  21.70880  13.75975  -11.26123
S  22.09466  12.79627  -12.73100
O  21.23326  13.07413  -13.85757
O  22.47782  11.42066  -12.53666
F  23.45020  13.57145  -13.00756
S  20.27053  13.29852  -11.19161
O  20.05150  11.85172  -11.26901
O  19.28787  14.25971  -11.62973
F  20.10351  13.43588  -9.53072

Energy above the lowest of the compared OMol25 structures with the same formula, charge and spin   9.897 eV
Strongest force on any atom   10.04 eV/A
E_LUMO   1.94 eV
Charge   -1
HOMO level   -6.7 eV
Kohn-Sham gap   8.685 eV

Mulliken population analysis, charges in e, atoms 1 to 8: atom 1 (K): 1.029, atom 2 (N): -0.187, atom 3 (S): 1.154, atom 4 (O): -0.747, atom 5 (O): -0.589, atom 6 (F): -0.399, atom 7 (S): 1.103, atom 8 (O): -0.628



Entry 3:
Molecular formula: F4N
Method: DFT, ωB97M-V with the def2-TZVPD basis set

Element x y z (Å)
N  0.17071  0.00348  -0.02048
F  0.71077  1.02413  -0.51778
F  0.46323  -0.19647  1.20149
F  -1.60645  0.20723  0.07386
F  0.26173  -1.03837  -0.73708

Energy above the lowest of the compared OMol25 structures with the same formula, charge and spin   1.651 eV
Strongest force on any atom   6.44 eV/A
E_LUMO (spin up / spin down)   -10.99 / -10.90 eV
Charge   +1
HOMO level (spin up / spin down)   -21.9 / -21.9 eV
Kohn-Sham gap (spin up / spin down)   10.957 / 10.973 eV

Mulliken charges, unit e, in atom order: atom 1 (N): 0.905, atom 2 (F): 0.080, atom 3 (F): 0.062, atom 4 (F): -0.110, atom 5 (F): 0.063



Entry 4:
Molecular formula: F4P2S4
Method: DFT, ωB97M-V with the def2-TZVPD basis set

Element x y z (Å)
F  -0.44431  2.08369  -2.16329
F  0.63971  -0.13552  -2.49577
F  2.36393  0.12362  0.45275
F  2.21803  -2.25945  0.92945
P  0.12868  0.77900  -1.28824
P  1.32372  -1.10076  0.20460
S  -1.79573  -0.10184  -0.89007
S  0.10167  -0.69163  1.86103
S  -1.44200  0.75106  1.21108
S  -3.09370  0.55184  2.17845

Energy above the lowest of the compared OMol25 structures with the same formula, charge and spin   0.483 eV
Strongest force on any atom   3.10 eV/A
E_LUMO (spin up / spin down)   -1.89 / -1.89 eV
HOMO level (spin up / spin down)   -9.5 / -9.5 eV
Kohn-Sham gap (spin up / spin down)   7.632 / 7.632 eV

Mulliken population analysis, charges in e, atoms 1 to 8: atom 1 (F): -0.274, atom 2 (F): -0.204, atom 3 (F): -0.213, atom 4 (F): -0.244, atom 5 (P): 0.533, atom 6 (P): 0.539, atom 7 (S): -0.082, atom 8 (S): -0.058



Entry 5:
Molecular formula: F6H12O6P
Method: DFT, ωB97M-V with the def2-TZVPD basis set

Element x y z (Å)
P  -9.10041  -26.20901  -14.95087
F  -9.09066  -26.16660  -16.59630
F  -9.02422  -24.57321  -14.96674
F  -10.71343  -25.86976  -14.91740
F  -9.05029  -26.24208  -13.30899
F  -9.41257  -27.80324  -14.97545
F  -7.49534  -26.33847  -14.97437
O  -6.77231  -26.17238  -17.88136
H  -7.57676  -26.07873  -17.37113
H  -6.16238  -26.61231  -17.28916
O  -11.71198  -28.06038  -13.36692
H  -11.65369  -27.31355  -13.96282
H  -10.96451  -28.61145  -13.59896
O  -10.94297  -26.31321  -18.87144
H  -11.81497  -26.39794  -18.48587
H  -10.61006  -25.48253  -18.53178
O  -10.07535  -23.62757  -17.11980
H  -9.79805  -24.18044  -16.38927
H  -10.56327  -22.91389  -16.70893
O  -9.08609  -30.01625  -17.04391
H  -8.94304  -29.46132  -16.27721
H  -9.97759  -29.81114  -17.32566
O  -6.30250  -27.46308  -12.77230
H  -5.54004  -27.17972  -13.27689
H  -7.03626  -26.98309  -13.15628

Energy above the lowest of the compared OMol25 structures with the same formula, charge and spin   0.000 eV
Strongest force on any atom   1.85 eV/A
E_LUMO   3.26 eV
Charge   -1
HOMO level   -7.9 eV
Kohn-Sham gap   11.167 eV

Mulliken population analysis, charges in e, atoms 1 to 8: atom 1 (P): 1.373, atom 2 (F): -0.390, atom 3 (F): -0.448, atom 4 (F): -0.368, atom 5 (F): -0.368, atom 6 (F): -0.420, atom 7 (F): -0.443, atom 8 (O): -0.695



Entry 6:
Molecular formula: F6H24O12P
Method: DFT, ωB97M-V with the def2-TZVPD basis set

Element x y z (Å)
P  -0.18663  -0.42115  0.03171
F  -0.05531  0.55682  -1.25723
F  0.67675  0.57495  0.96271
F  -1.53988  0.36143  0.45385
F  -0.25011  -1.40408  1.32643
F  -1.12079  -1.45450  -0.80245
F  1.10891  -1.20514  -0.52914
O  0.86690  3.40734  -0.48905
H  0.06701  3.80379  -0.13309
H  0.55324  2.63381  -0.97351
O  3.94523  1.40946  2.29409
H  3.67415  2.27238  1.96938
H  3.12520  0.99514  2.62776
O  -2.35536  -0.73111  3.40135
H  -2.69914  0.16460  3.48718
H  -1.74351  -0.67611  2.65747
O  1.26422  1.65389  -3.73722
H  1.11171  2.18417  -4.52279
H  0.45246  1.73759  -3.21606
O  2.99706  -0.45961  -2.56069
H  2.43607  0.22399  -2.95223
H  2.37787  -1.06862  -2.13842
O  -2.19582  2.34325  2.33909
H  -2.02961  1.65793  1.67452
H  -1.87361  3.15471  1.94128
O  1.74064  -3.22990  3.26547
H  0.93603  -2.77524  3.54449
H  1.90464  -3.88434  3.95065
O  -3.41432  0.74906  -1.78712
H  -2.62437  0.31542  -1.44330
H  -3.06075  1.38877  -2.41933
O  1.10180  -4.07039  -0.38344
H  1.96702  -4.14374  0.02854
H  0.85565  -3.14543  -0.24226
O  1.96731  -0.23163  3.39606
H  2.37988  -1.09951  3.48671
H  1.48111  -0.28173  2.56010
O  -3.28144  -3.13022  -2.18866
H  -2.63792  -2.61645  -1.68552
H  -3.33415  -3.96605  -1.71737
O  -1.53595  2.50343  -3.15287
H  -1.57037  2.45825  -4.11535
H  -1.48182  3.44476  -2.95176

Energy above the lowest of the compared OMol25 structures with the same formula, charge and spin   0.960 eV
Strongest force on any atom   0.69 eV/A
E_LUMO   1.84 eV
Charge   -1
HOMO level   -7.8 eV
Kohn-Sham gap   9.667 eV

Mulliken population analysis, charges in e, atoms 1 to 8: atom 1 (P): 1.293, atom 2 (F): -0.161, atom 3 (F): -0.448, atom 4 (F): -0.375, atom 5 (F): -0.384, atom 6 (F): -0.215, atom 7 (F): -0.436, atom 8 (O): -0.606



no.,calculated total energy (eV)
1,-73090.448
2,-89889.844
3,-12340.168
4,-72791.226
5,-38082.874
6,-50563.545